Entry 1:
Molecular formula: C15H22BF4N7O4V
Method: DFT, ωB97M-V with the def2-TZVPD basis set

Structure (XYZ):
```
54
Properties=species:S:1:pos:R:3:forces:R:3:nbo_charge:R:1
O -0.1661 1.4143 -2.9869 -0.1 2.2 2.7 -0.33
V -0.3098 2.1752 -1.5940 -1.0 -3.5 -2.9 1.62
B 0.4515 -0.3526 -0.6121 -1.3 -2.2 0.4 1.33
F 0.8198 -1.2884 -1.5529 0.6 0.3 0.2 -0.54
F 0.5161 -0.8369 0.6975 0.7 0.3 -0.3 -0.56
F 1.2035 0.8404 -0.7442 -0.1 1.1 -0.2 -0.51
F -0.9056 -0.0217 -0.8438 -0.1 1.0 0.0 -0.53
O -4.4893 3.2043 -1.8134 1.6 0.7 0.8 -0.68
C -3.6760 2.1223 -1.9449 -2.0 -2.7 -1.9 0.96
O -2.4708 2.2703 -1.5121 3.2 1.2 0.7 -0.84
O -4.1565 1.1125 -2.4451 0.9 1.0 0.8 -0.63
H -3.8397 3.7963 -1.3868 -0.9 0.5 -0.1 0.47
C -0.4622 -2.8788 2.4217 -0.4 -0.7 0.4 -0.71
C -1.6526 -3.2024 1.6261 0.4 0.3 0.0 0.30
N -2.5801 -3.4467 0.9971 -0.1 0.0 0.0 -0.34
H -0.4537 -3.5475 3.2845 -0.1 0.1 0.1 0.25
H -0.5041 -1.8543 2.7791 0.1 0.0 -0.2 0.26
H 0.4460 -3.0896 1.8646 -0.1 0.3 -0.2 0.25
C 3.9835 4.6677 -2.1371 -0.2 -0.4 -1.1 -0.73
C 2.8191 3.8194 -1.9838 0.0 -0.2 0.7 0.46
N 1.8783 3.1769 -1.8997 -1.3 0.1 0.2 -0.43
H 4.3917 5.1070 -1.2337 -0.3 0.0 0.1 0.28
H 3.5988 5.3937 -2.8586 0.6 0.4 0.2 0.27
H 4.7431 4.0635 -2.6356 0.1 0.2 0.0 0.28
C 2.8438 -3.2999 0.0447 -0.7 0.0 0.4 -0.73
C 1.8976 -4.3985 -0.2171 0.7 0.1 -0.1 0.28
N 1.2153 -5.2934 -0.4416 -0.1 0.1 0.1 -0.33
H 3.0520 -3.2483 1.1139 0.1 -0.2 0.0 0.24
H 2.3417 -2.3654 -0.1996 0.2 0.0 -0.3 0.27
H 3.7761 -3.4142 -0.5006 -0.1 -0.1 -0.1 0.26
C -1.0160 -3.2940 -2.8997 -0.4 0.3 -0.4 -0.72
C -2.2582 -3.9917 -3.2201 0.1 -0.3 0.2 0.30
N -3.2415 -4.5296 -3.4668 0.0 0.0 -0.1 -0.35
H -0.9637 -3.0928 -1.8335 0.1 0.0 0.0 0.27
H -1.0617 -2.3593 -3.4602 0.2 0.2 0.3 0.25
H -0.1420 -3.8422 -3.2438 -0.1 -0.2 0.2 0.25
C -1.4474 3.6370 2.7807 0.3 -0.1 0.5 -0.75
C -0.7700 3.1689 1.5707 -0.7 0.2 0.6 0.51
N -0.3161 2.7902 0.5922 0.0 0.2 -0.4 -0.49
H -2.2822 4.3020 2.5691 0.1 0.0 -0.4 0.28
H -0.7555 4.1593 3.4417 0.2 0.1 -0.2 0.27
H -1.8379 2.8056 3.3716 0.0 -0.3 -0.3 0.31
C 3.8892 0.1970 2.0520 -0.4 -0.3 0.6 -0.73
C 5.1583 -0.0923 1.4053 0.1 0.0 0.2 0.28
N 6.1463 -0.3176 0.8673 0.0 0.0 0.0 -0.33
H 3.7641 1.2616 2.2403 -0.2 0.1 -0.6 0.25
H 3.7859 -0.2340 3.0499 0.5 -0.3 -0.1 0.26
H 3.0931 -0.2728 1.4737 -0.2 0.5 -0.1 0.27
C -4.1547 -0.3288 1.1166 1.1 0.2 0.2 -0.74
C -3.8290 0.1553 2.4590 -0.4 0.3 -0.1 0.33
N -3.5821 0.5552 3.5082 0.2 0.1 -0.1 -0.41
H -4.4509 -1.3711 1.2049 -0.2 0.1 -0.4 0.28
H -3.2153 -0.2662 0.5605 0.0 -0.4 -0.1 0.27
H -4.8242 0.3351 0.5744 -0.4 -0.2 0.3 0.27
```
Positions in Å, forces in eV/Å.

Calculated values
- LUMO energy (alpha / beta): -0.089 / -0.074 Ha
- Charge: 0
- HOMO (alpha / beta): -9.68 / -9.69 eV
- Spin multiplicity: 2
- Kohn-Sham gap (alpha / beta): 0.2669 / 0.2822 hartree

***

Entry 2:
Molecular formula: C15H22BFeN7OS
Method: DFT, ωB97M-V with the def2-TZVPD basis set

Structure (XYZ):
```
48
Properties=species:S:1:pos:R:3:forces:R:3:nbo_charge:R:1
Fe 0.0290 -0.3074 -1.8552 -0.1 -0.1 -0.3 1.49
C -0.0051 3.2004 -2.9135 0.0 0.0 0.0 -0.65
C -0.0126 2.8716 -1.4571 0.0 0.0 0.0 0.19
C -0.0279 3.7214 -0.3494 0.0 0.0 0.0 -0.36
C -0.0237 2.8895 0.7583 0.0 0.0 0.0 0.23
C -0.0359 3.2562 2.2048 0.0 0.0 0.0 -0.64
N -0.0091 1.6200 0.3192 0.0 0.1 0.0 -0.32
N -0.0027 1.6093 -1.0427 0.0 -0.2 0.1 -0.44
B 0.0118 0.2981 1.1356 0.0 0.0 -0.1 0.52
N 1.2909 -0.4985 0.7748 0.1 0.0 0.1 -0.33
N 1.5515 -0.8458 -0.5145 -0.1 0.1 0.1 -0.43
C 2.7114 -1.4897 -0.5321 0.0 0.0 -0.1 0.20
C 3.2915 -1.9944 -1.8113 0.0 0.0 0.0 -0.65
C 3.2149 -1.5743 0.7717 0.0 0.0 0.0 -0.36
C 2.2889 -0.9276 1.5687 0.0 0.0 0.0 0.21
C 2.3081 -0.7117 3.0452 0.0 0.0 0.0 -0.64
N -1.2336 -0.5432 0.7821 -0.1 0.0 0.0 -0.34
N -1.4739 -0.9193 -0.5035 0.1 0.0 0.1 -0.43
C -2.6008 -1.6196 -0.5151 0.0 0.0 0.0 0.19
C -3.1423 -2.2006 -1.7784 0.0 0.0 0.0 -0.65
C -3.1081 -1.7005 0.7899 0.0 0.0 0.0 -0.36
C -2.2169 -1.0031 1.5802 0.0 0.0 0.0 0.22
C -2.2509 -0.7691 3.0539 0.0 0.0 0.0 -0.64
H -0.0692 4.2766 -3.0599 0.0 0.0 0.0 0.23
H -0.8477 2.7307 -3.4217 0.0 0.0 0.0 0.23
H 0.9092 2.8417 -3.3877 0.0 0.0 0.0 0.23
H -0.0416 4.7981 -0.3504 0.0 0.0 0.0 0.23
H -0.0543 4.3394 2.3053 0.0 0.0 0.0 0.23
H 0.8488 2.8772 2.7168 0.0 0.0 0.0 0.23
H -0.9123 2.8482 2.7086 0.0 0.0 0.0 0.23
H 0.0138 0.5569 2.2996 0.0 0.0 0.0 -0.03
H 2.5749 -1.8763 -2.6239 0.0 0.0 0.0 0.23
H 3.5548 -3.0485 -1.7266 0.0 0.0 0.0 0.23
H 4.1975 -1.4439 -2.0680 0.0 0.0 0.0 0.23
H 4.1315 -2.0399 1.0921 0.0 0.0 0.0 0.23
H 3.2396 -1.0938 3.4575 0.0 0.0 0.0 0.23
H 1.4795 -1.2291 3.5303 0.0 0.0 0.0 0.23
H 2.2291 0.3465 3.2939 0.0 0.0 0.0 0.23
H -2.5520 -1.8893 -2.6386 0.0 0.0 0.0 0.25
H -4.1789 -1.8987 -1.9290 0.0 0.0 0.0 0.22
H -3.1175 -3.2905 -1.7426 0.0 0.0 0.0 0.23
H -4.0064 -2.1989 1.1130 0.0 0.0 0.0 0.23
H -3.1975 -1.1232 3.4571 0.0 0.0 0.0 0.23
H -2.1477 0.2887 3.2940 0.0 0.0 0.0 0.22
H -1.4441 -1.3042 3.5573 0.0 0.0 0.0 0.22
O -1.1704 -2.8474 -4.9437 0.0 0.0 0.0 -0.92
S -0.0203 -1.9667 -4.7807 -0.2 0.0 -0.2 1.42
N 0.0270 -1.0157 -3.6642 0.3 0.2 0.4 -1.28
```
Positions in Å, forces in eV/Å.

Calculated values
- LUMO energy (alpha / beta): 0.018 / 0.011 Ha
- Charge: 0
- HOMO (alpha / beta): -8.77 / -8.32 eV
- Spin multiplicity: 5
- Kohn-Sham gap (alpha / beta): 0.3407 / 0.3169 hartree

***

Entry 3:
Molecular formula: C15H22BrCl4N2O4V
Method: DFT, ωB97M-V with the def2-TZVPD basis set

Structure (XYZ):
```
49
Properties=species:S:1:pos:R:3:forces:R:3:nbo_charge:R:1
V 0.1785 0.3021 0.1658 0.4 0.0 0.1 1.37
Cl -2.1042 -5.6308 2.4626 0.0 0.0 0.0 0.01
C -1.0587 -4.4511 1.7496 -0.1 0.0 0.0 -0.14
C 0.1390 -4.8296 1.1550 0.1 0.0 0.0 -0.08
Cl 0.5868 -6.5017 1.1209 0.0 0.0 0.0 0.02
C 0.9820 -3.8848 0.5675 -0.1 0.0 0.0 -0.14
Cl 2.4335 -4.3420 -0.2442 0.0 0.0 0.0 0.02
C 0.6389 -2.5263 0.5709 -0.1 0.1 0.1 0.29
O 1.2929 -1.5702 0.0118 -0.1 0.1 0.0 -0.71
C -0.5796 -2.1607 1.2006 0.0 0.0 0.1 0.24
O -0.8596 -0.8532 1.1276 0.0 -0.1 0.0 -0.66
C -1.4208 -3.0970 1.7651 0.1 -0.1 0.0 -0.12
Cl -2.9228 -2.5738 2.4351 0.0 0.0 0.0 0.02
C -3.7591 -2.6510 -2.0793 0.0 0.0 0.0 -0.61
C -2.3076 -2.2854 -2.3722 0.0 0.0 0.0 0.10
C -1.4025 -3.4531 -1.9684 0.0 0.0 0.0 -0.63
C -2.1310 -1.9593 -3.8525 0.0 0.0 0.0 -0.62
N -2.0625 -1.0610 -1.5920 0.0 0.0 0.0 -0.48
N -0.7344 -0.5579 -1.6484 0.0 0.0 -0.1 -0.64
H -4.0375 -3.5620 -2.6109 0.0 0.0 0.0 0.21
H -4.4259 -1.8438 -2.3844 0.0 0.0 0.0 0.21
H -3.8997 -2.8289 -1.0101 0.0 0.0 0.0 0.22
H -1.6336 -4.3323 -2.5732 0.0 0.0 0.0 0.21
H -1.5511 -3.7149 -0.9187 0.0 0.0 0.0 0.22
H -0.3405 -3.2383 -2.1133 0.0 0.0 0.0 0.21
H -2.4153 -2.8154 -4.4666 0.0 0.0 0.0 0.21
H -1.0908 -1.7207 -4.0857 0.0 0.0 0.0 0.21
H -2.7525 -1.1059 -4.1284 0.0 0.0 0.0 0.21
H -2.2640 -1.2302 -0.6114 0.0 0.0 0.0 0.37
H -0.6738 0.1356 -2.3848 0.1 0.0 0.0 0.38
H -0.0290 -1.2791 -1.8083 0.0 0.0 0.0 0.39
Br 1.2744 1.4801 1.9881 0.0 -0.1 0.0 -0.36
C 0.0069 3.8290 -0.6898 0.0 0.0 0.0 -0.60
C -1.0522 2.8152 -1.1121 0.0 0.0 0.0 -0.22
C -2.3616 3.5312 -1.4478 0.0 0.0 0.0 -0.59
C -1.2773 1.7477 -0.0381 -0.1 0.1 0.0 -0.73
H 0.1565 4.5863 -1.4645 0.0 0.0 0.0 0.19
H 0.9616 3.3492 -0.4797 0.0 0.0 0.0 0.23
H -0.3084 4.3376 0.2258 0.0 0.0 0.0 0.20
H -0.6962 2.3338 -2.0341 0.0 0.0 0.0 0.18
H -2.7554 4.0298 -0.5576 0.0 0.0 0.0 0.20
H -3.1201 2.8261 -1.7948 0.0 0.0 0.0 0.20
H -2.2189 4.2913 -2.2219 0.0 0.0 0.0 0.19
H -2.1856 1.1799 -0.2705 0.0 0.0 0.0 0.20
H -1.4190 2.2288 0.9337 0.0 0.0 0.0 0.21
O 3.5835 0.4220 -0.6090 0.0 0.1 0.0 -0.57
C 2.7098 0.6733 -1.3911 0.0 -0.1 0.0 0.67
O 1.4262 0.8244 -1.1360 -0.2 0.1 0.0 -0.75
H 2.9068 0.7948 -2.4738 0.1 0.1 0.0 0.07
```
Positions in Å, forces in eV/Å.

Calculated values
- Energy above the lowest of the compared OMol25 structures with the same formula, charge and spin: 45.7 kJ/mol
- LUMO energy (alpha / beta): 0.079 / 0.090 Ha
- Charge: -1
- HOMO (alpha / beta): -5.00 / -5.03 eV
- Spin multiplicity: 2
- Kohn-Sham gap (alpha / beta): 0.2630 / 0.2752 hartree

***

Entry 4:
Molecular formula: C15H22F12O7S4
Method: DFT, ωB97M-V with the def2-TZVPD basis set

Structure (XYZ):
```
60
Properties=species:S:1:pos:R:3:forces:R:3:nbo_charge:R:1
O 0.4897 -5.4756 0.4480 -2.1 3.5 -3.9 -0.49
C 0.1339 -4.6026 -0.3615 1.1 -0.3 1.1 0.81
C 0.9921 -3.4321 -1.0785 -0.3 -0.7 0.5 -0.54
C -0.1011 -2.2850 -1.4831 1.5 -1.8 0.0 -0.46
S 0.2755 -0.6657 -0.6482 -3.6 0.9 4.6 1.97
O -0.9184 0.2509 -0.7172 3.3 -2.2 -0.9 -0.88
O 0.6464 -0.9983 0.7797 0.0 0.6 -4.1 -0.88
C 1.7148 0.2406 -1.4015 2.9 -0.2 -2.2 0.42
F 2.7708 -0.7322 -1.5637 -2.6 2.4 0.1 -0.31
F 1.4487 0.8130 -2.6802 0.2 -1.6 3.0 -0.30
C 2.3304 1.4259 -0.4833 1.9 0.3 -0.5 0.58
F 3.1423 2.2191 -1.3712 -2.0 -1.8 2.1 -0.30
F 3.2195 0.8852 0.4788 -2.5 1.4 -2.0 -0.29
C 1.2438 2.4369 0.1350 0.0 2.3 1.2 0.93
F 1.9786 3.5840 0.6163 -1.9 -2.9 -1.2 -0.32
F 0.3990 2.9089 -0.9019 1.9 -1.4 2.8 -0.30
F 0.5330 1.9348 1.2379 1.7 1.2 -3.2 -0.28
C -1.3807 -2.9207 -0.7462 0.2 0.7 1.2 0.02
C -2.8575 -2.4071 -1.0953 -1.1 -1.5 1.1 0.62
F -3.7327 -3.5319 -0.8616 1.8 2.6 -0.7 -0.32
F -3.2956 -1.4058 -0.1793 1.3 -2.1 -2.6 -0.30
C -3.0899 -1.9931 -2.6286 -2.6 0.6 -1.0 0.93
F -2.3610 -0.8658 -3.0538 -1.4 -3.2 0.9 -0.30
F -2.9125 -3.1270 -3.4721 0.2 3.2 2.1 -0.31
F -4.4809 -1.6469 -2.7433 3.4 -0.7 0.1 -0.32
O -1.1978 -4.3450 -0.8975 0.6 -0.2 1.1 -0.52
H 1.8409 -3.1144 -0.3842 -1.0 -0.3 -1.3 0.32
H 1.3251 -3.9062 -2.0649 0.0 0.7 1.6 0.25
H -0.0521 -2.2780 -2.6281 -0.8 0.6 1.7 0.29
H -1.2745 -2.7403 0.3780 -0.2 0.3 -1.4 0.26
C -4.9216 -0.3163 4.3765 0.0 0.1 0.0 -0.83
S -5.2704 -2.0423 3.9746 0.3 -0.1 -0.2 1.24
O -4.0843 -2.5803 3.2433 -0.4 0.3 0.2 -0.98
C -6.5495 -1.6918 2.7489 0.0 0.1 -0.1 -0.83
H -4.1129 -0.2886 5.1077 -0.1 -0.1 -0.1 0.24
H -4.6156 0.2215 3.4772 0.0 -0.1 0.0 0.23
H -5.8128 0.1452 4.8058 0.0 -0.1 0.0 0.23
H -6.1412 -1.0680 1.9516 0.1 0.0 0.1 0.23
H -7.3874 -1.1852 3.2313 0.1 0.0 0.0 0.23
H -6.8929 -2.6379 2.3288 0.1 0.0 0.1 0.24
C 4.9735 -1.7788 2.3694 -0.1 0.0 0.1 -0.83
S 5.0853 -1.9498 0.5756 -0.1 -0.1 0.1 1.26
O 3.8206 -2.5972 0.1093 0.4 -0.1 0.2 -1.01
C 6.3692 -3.2191 0.5854 0.0 -0.1 0.0 -0.83
H 4.1927 -1.0527 2.5992 0.0 0.0 -0.1 0.25
H 4.7190 -2.7396 2.8204 0.0 0.0 -0.1 0.23
H 5.9270 -1.4202 2.7612 0.0 0.0 -0.1 0.23
H 6.0279 -4.0907 1.1468 -0.1 0.1 0.0 0.23
H 7.2778 -2.8144 1.0346 -0.1 0.1 0.0 0.23
H 6.5746 -3.5099 -0.4456 -0.1 0.1 0.1 0.24
C -0.3494 6.4445 -1.1303 -0.2 0.0 -0.1 -0.83
S 1.2014 7.3495 -1.2839 0.0 0.3 0.2 1.25
O 1.0503 8.6288 -0.5279 -0.1 -0.4 -0.3 -0.98
C 1.0337 7.7370 -3.0398 -0.1 0.0 -0.1 -0.83
H -0.4682 6.1359 -0.0910 0.1 0.1 -0.1 0.24
H -1.1868 7.0832 -1.4169 0.1 0.0 0.0 0.23
H -0.3156 5.5597 -1.7686 0.0 0.0 0.0 0.23
H 0.1159 8.3025 -3.2111 0.0 0.0 0.1 0.23
H 1.0184 6.8110 -3.6175 0.0 0.0 0.1 0.23
H 1.8916 8.3381 -3.3436 0.0 -0.1 0.1 0.24
```
Positions in Å, forces in eV/Å.

Calculated values
- LUMO energy: -0.006 Ha
- Charge: 0
- HOMO: -8.89 eV
- Kohn-Sham gap: 0.3203 hartree

***

Entry 5:
Molecular formula: C15H22N2O3S
Method: DFT, ωB97M-V with the def2-TZVPD basis set

Structure (XYZ):
```
43
Properties=species:S:1:pos:R:3:forces:R:3:nbo_charge:R:1
C 1.2557 0.2804 -3.0193 -8.1 3.3 0.7 -0.86
H 2.1926 0.1686 -3.1227 6.9 -0.9 -0.4 0.24
H 0.9007 1.2757 -2.6836 1.2 0.0 0.0 0.26
H 0.7159 0.2721 -3.9715 0.1 -1.1 0.1 0.26
S 0.5552 -0.7878 -1.8016 9.4 -11.4 -5.2 2.19
O 0.1384 -1.9585 -2.6779 -0.3 2.9 2.1 -0.93
O 1.8678 -1.4151 -0.9015 -5.3 3.8 -2.5 -0.89
N -0.5683 -0.2085 -1.0389 0.8 1.0 7.4 -0.75
C -0.1200 0.3382 0.2297 -0.4 -3.1 2.4 -0.33
H 0.3079 -0.5580 0.8854 -0.5 2.1 -1.5 0.27
C 0.8809 1.3968 -0.1446 -0.6 6.5 3.5 0.62
O 0.5326 2.4450 -0.8326 1.3 -4.3 1.1 -0.64
N 1.8954 1.5567 0.8255 -0.3 -2.7 -2.2 -0.39
C 2.5728 0.3243 1.4094 0.2 5.6 4.2 -0.23
C 3.9693 0.9525 1.6752 3.3 -10.0 0.6 -0.44
H 4.7522 0.3721 0.9376 -1.8 2.4 0.7 0.23
C 3.9026 2.3234 1.7605 4.9 3.3 -8.2 -0.40
C 2.9642 2.5000 0.5526 -0.9 1.0 -2.6 -0.24
H 3.2552 2.4674 -0.6256 0.4 -0.6 2.9 0.21
H 2.4346 3.3877 0.5176 -0.6 2.5 0.3 0.22
H 3.5558 2.8713 2.5120 -1.2 1.7 3.6 0.22
H 5.0639 2.7173 1.2968 -3.4 -0.5 2.0 0.21
H 4.4643 0.4222 2.5355 -1.0 0.6 0.1 0.22
H 2.1790 0.1811 2.4355 -0.4 -0.5 -0.8 0.19
H 2.4234 -0.3956 0.7508 0.1 -3.8 -2.5 0.25
H -1.0976 0.5372 0.7872 1.6 0.9 -0.6 0.27
C -1.7350 0.2051 -1.5008 -0.2 -7.1 -10.3 -0.15
H -2.0975 1.0554 -1.3451 -2.7 7.1 2.7 0.21
H -1.3194 0.3805 -2.6469 -2.2 0.0 1.6 0.18
C -2.8025 -0.9805 -1.6544 5.4 1.0 -7.8 -0.39
C -3.1402 -1.3268 -0.4269 -0.3 -2.8 4.6 -0.20
C -2.4019 -2.2231 0.2897 3.5 -6.9 2.0 -0.21
C -2.6292 -2.7555 1.5700 0.4 2.1 1.2 -0.19
C -3.6066 -2.0259 2.4535 3.3 0.5 -9.5 -0.20
C -4.3292 -1.0529 1.8081 9.1 -4.5 -9.0 -0.16
C -4.1113 -0.7994 0.2405 -6.5 5.5 7.1 -0.15
H -4.7924 0.2138 -0.0692 1.9 -3.2 0.2 0.21
H -5.0136 -0.8154 2.3421 -8.9 4.4 5.5 0.17
H -3.7678 -2.3803 3.3182 -1.4 -2.1 6.6 0.19
H -1.8718 -3.5582 1.9570 -1.9 1.5 -0.7 0.22
H -1.6102 -3.0047 -0.1700 -1.6 2.6 0.0 0.23
H -2.1793 -1.9158 -2.3020 -2.2 3.0 1.7 0.26
H -3.5868 -0.4827 -2.1551 -1.0 0.0 -1.2 0.22
```
Positions in Å, forces in eV/Å.

Calculated values
- Energy above the lowest of the compared OMol25 structures with the same formula, charge and spin: 1528.0 kJ/mol
- LUMO energy: -0.001 Ha
- Charge: 0
- HOMO: -9.08 eV
- Kohn-Sham gap: 0.3330 hartree

***

Q: Number 4 is which compound?
A: C15H22F12O7S4

***

Q: Which formula does entry 1 have?
A: C15H22BF4N7O4V

***

Q: Among the records above, which one has the lowest charge?
A: C15H22BrCl4N2O4V